# 1
16 unconnected molecules or ions with the total composition C71H86N10O27 in a non-equilibrium geometry. Source: the OMol25 dataset; level of theory: the ωB97M-V functional and the def2-TZVPD basis.

## Properties
E (hartree): -5336.0597
Highest occupied orbital energy (eV): -7.56
LUMO (eV): 0.14
HOMO-LUMO gap (eV): 7.70

XYZ file:
```
194
C71H86N10O27 the ωB97M-V functional and the def2-TZVPD basis
C 4.28 5.46 -29.83
C 3.58 4.38 -29.42
C 3.23 3.34 -30.37
C 3.54 3.56 -31.79
C 4.06 4.80 -32.18
C 4.45 5.76 -31.21
O 5.17 6.85 -31.60
O 2.54 2.19 -29.98
H 4.51 6.17 -29.05
H 3.37 4.17 -28.38
H 3.32 2.79 -32.52
H 3.93 5.19 -33.18
H 5.15 7.05 -32.54
H 2.00 2.40 -29.21
C -1.13 6.23 -22.98
C -0.39 5.03 -23.07
C -1.01 3.76 -23.05
C -2.38 3.84 -23.16
C -3.09 5.03 -23.04
C -2.46 6.22 -22.98
O -3.21 7.38 -22.82
O -0.32 2.61 -23.37
H -0.59 7.16 -22.99
H 0.68 5.09 -23.25
H -3.04 2.99 -23.08
H -4.17 4.96 -22.97
H -3.93 7.44 -23.46
H 0.63 2.68 -23.23
C 1.31 -2.35 -24.39
C 1.93 -3.23 -23.36
C 1.21 -3.37 -22.20
C 0.05 -2.61 -21.90
C -0.52 -1.86 -22.87
C 0.14 -1.69 -24.10
O -0.44 -0.82 -24.97
O 1.51 -4.28 -21.23
H 1.83 -2.19 -25.32
H 2.76 -3.92 -23.44
H -0.37 -2.60 -20.90
H -1.42 -1.29 -22.70
H -0.08 -0.89 -25.86
H 2.06 -5.06 -21.33
C 5.30 -0.72 -20.72
C 6.63 -0.55 -21.17
C 7.00 -0.25 -22.43
C 5.98 -0.10 -23.26
C 4.61 -0.07 -22.88
C 4.22 -0.51 -21.60
O 2.87 -0.60 -21.21
O 8.31 0.05 -22.71
H 4.94 -1.11 -19.78
H 7.38 -0.72 -20.41
H 6.25 0.20 -24.26
H 3.80 0.05 -23.59
H 2.71 -0.99 -20.35
H 8.82 -0.62 -22.27
C -4.06 2.26 -28.95
C -2.82 2.09 -29.43
C -1.77 1.76 -28.60
C -1.98 1.63 -27.27
C -3.14 2.04 -26.72
C -4.18 2.46 -27.55
O -5.37 2.90 -27.04
O -0.51 1.65 -29.08
H -4.88 2.58 -29.57
H -2.78 2.28 -30.50
H -1.18 1.34 -26.60
H -3.32 2.01 -25.66
H -6.04 3.02 -27.71
H 0.18 2.11 -28.60
C 3.00 4.39 -21.76
C 3.32 5.31 -20.71
C 3.54 4.87 -19.42
C 3.42 3.54 -19.10
C 3.09 2.60 -20.13
C 2.97 3.03 -21.49
O 2.67 2.10 -22.46
O 4.16 5.76 -18.57
H 2.82 4.75 -22.76
H 3.11 6.33 -20.99
H 3.52 3.25 -18.07
H 3.06 1.55 -19.89
H 2.56 1.18 -22.20
H 4.60 6.50 -19.00
C 2.29 9.52 -21.61
C 2.82 8.75 -22.66
C 4.06 9.09 -23.20
C 4.71 10.30 -22.79
C 4.05 11.23 -22.01
C 2.85 10.78 -21.41
O 2.29 11.65 -20.55
O 4.80 8.27 -24.01
H 1.36 9.35 -21.08
H 2.33 7.86 -23.03
H 5.69 10.57 -23.14
H 4.55 12.14 -21.72
H 1.93 11.16 -19.81
H 4.30 7.47 -24.18
C -0.44 4.85 -30.58
C -0.59 4.73 -31.94
C -0.54 5.83 -32.74
C -0.31 7.08 -32.10
C 0.09 7.17 -30.75
C -0.02 6.03 -30.03
O 0.25 6.14 -28.69
O -0.77 5.71 -34.14
H -0.74 4.02 -29.94
H -0.82 3.75 -32.34
H -0.28 7.93 -32.77
H 0.34 8.15 -30.36
H 0.85 6.89 -28.63
H -1.05 4.80 -34.27
C 6.99 5.58 -23.85
C 6.98 5.54 -25.25
C 6.50 4.41 -25.92
C 6.01 3.26 -25.22
C 6.01 3.32 -23.84
C 6.40 4.51 -23.16
O 6.21 4.56 -21.82
O 6.55 4.57 -27.30
H 7.40 6.47 -23.41
H 7.33 6.34 -25.89
H 5.61 2.41 -25.75
H 5.63 2.44 -23.33
H 5.64 5.23 -21.42
H 6.81 3.79 -27.80
C 7.29 -1.06 -26.46
C 7.17 -2.34 -26.79
C 8.36 -3.07 -26.92
C 9.60 -2.44 -26.76
C 9.64 -1.17 -26.29
C 8.49 -0.39 -26.26
O 8.53 0.88 -25.88
O 8.37 -4.40 -27.34
H 6.37 -0.51 -26.37
H 6.17 -2.68 -27.05
H 10.61 -2.81 -26.90
H 10.55 -0.68 -26.00
H 9.19 0.96 -25.18
H 7.68 -4.51 -28.00
C -3.26 0.97 -19.78
C -2.93 1.20 -18.45
C -1.62 1.53 -18.17
C -0.65 1.64 -19.19
C -0.98 1.28 -20.45
C -2.31 0.91 -20.74
O -2.67 0.70 -22.06
O -1.37 2.07 -17.02
H -4.26 0.67 -20.06
H -3.73 1.22 -17.73
H 0.35 1.93 -18.89
H -0.22 1.43 -21.20
H -1.93 0.82 -22.66
H -0.65 2.71 -17.12
C 2.86 6.89 -26.18
O 2.52 6.20 -25.25
N 4.00 6.62 -26.81
N 2.15 7.72 -26.80
H 3.99 6.90 -27.78
H 4.55 5.87 -26.42
H 2.75 8.10 -27.52
H 1.34 8.15 -26.39
C -3.44 5.85 -27.55
O -4.54 6.35 -27.32
N -3.02 5.43 -28.72
N -2.66 5.33 -26.66
H -3.72 5.51 -29.44
H -2.03 5.27 -28.87
H -3.07 5.19 -25.75
H -1.99 4.76 -27.14
C 1.93 2.37 -26.46
O 1.59 2.61 -27.60
N 2.15 3.25 -25.49
N 2.26 1.19 -26.21
H 2.38 2.83 -24.60
H 2.02 4.21 -25.77
H 2.43 0.87 -25.27
H 2.22 0.51 -26.95
C 0.53 -1.85 -28.42
O 0.69 -1.53 -27.31
N 0.44 -1.04 -29.41
N 0.40 -3.08 -28.80
H 0.71 -0.08 -29.25
H 0.37 -1.42 -30.35
H 0.58 -3.83 -28.15
H -0.05 -3.27 -29.69
C 4.28 -2.02 -29.72
O 4.07 -2.58 -28.65
N 3.62 -2.17 -30.85
N 5.28 -1.29 -29.96
H 2.76 -2.59 -30.53
H 3.66 -1.64 -31.71
H 5.87 -0.97 -29.20
H 5.22 -0.79 -30.83
```

=====

# 2
2 unconnected molecules or ions with the total composition C12H21BrFNO2 in a non-equilibrium geometry. Source: the OMol25 dataset; level of theory: the ωB97M-V functional and the def2-TZVPD basis.

## Properties
E (hartree): -3348.9454
Highest occupied orbital energy (eV): -9.62
LUMO (eV): 0.75
HOMO-LUMO gap (eV): 10.37
Structure (SMILES): CC[C@H](Br)[C@@H]1NC(=O)[C@@H](C)[C@@H]1F.C1CCOC1

XYZ file:
```
38
C12H21BrFNO2 the ωB97M-V functional and the def2-TZVPD basis
C -0.65 0.90 0.89
C 0.55 -0.03 1.07
C 1.24 -0.52 -0.21
Br 0.15 -1.99 -0.97
C 2.60 -1.14 0.09
N 2.71 -2.03 1.24
C 3.39 -1.38 2.29
O 3.50 -1.86 3.36
C 3.93 -0.03 1.83
C 5.41 0.21 2.14
C 3.80 -0.26 0.32
F 3.92 0.85 -0.45
H -0.44 1.90 1.22
H -1.07 0.92 -0.11
H -1.44 0.54 1.54
H 0.22 -0.90 1.61
H 1.31 0.45 1.67
H 1.31 0.25 -0.95
H 2.85 -1.75 -0.78
H 1.83 -2.38 1.61
H 3.30 0.78 2.16
H 5.48 0.91 2.96
H 5.87 -0.71 2.48
H 5.90 0.63 1.29
H 4.63 -0.93 0.11
C -4.99 0.87 -3.00
C -5.62 0.25 -1.76
C -4.40 -0.26 -1.02
O -3.32 0.62 -1.34
C -3.71 1.47 -2.43
H -5.62 1.62 -3.49
H -4.75 0.10 -3.73
H -6.12 1.02 -1.17
H -6.34 -0.54 -1.98
H -4.12 -1.27 -1.35
H -4.54 -0.28 0.06
H -3.88 2.47 -2.04
H -2.90 1.51 -3.16
```

=====

# 3
2 unconnected molecules or ions with the total composition C24H33N2O in a non-equilibrium geometry. Source: the OMol25 dataset; level of theory: the ωB97M-V functional and the def2-TZVPD basis.

## Properties
E (hartree): -1118.8290
Highest occupied orbital energy (eV): -10.78
LUMO (eV): -5.80
HOMO-LUMO gap (eV): 4.98
Energy above the lowest of the compared OMol25 structures with the same formula, charge and spin (kcal/mol): 0.0
Total charge: +1

XYZ file:
```
60
C24H33N2O the ωB97M-V functional and the def2-TZVPD basis
C 2.76 -0.36 -0.24
C 1.94 -0.55 0.98
C 0.72 0.04 1.28
C 0.16 -0.21 2.58
C 0.89 -1.03 3.59
C -1.06 0.34 2.91
C -1.77 1.15 2.04
C -3.09 1.70 2.44
C -1.23 1.41 0.78
C -0.02 0.89 0.37
C 0.45 1.23 -1.00
H 3.73 -0.85 -0.16
H 2.27 -0.78 -1.12
H 2.96 0.70 -0.42
H 2.35 -1.22 1.72
H 0.37 -1.05 4.55
H 1.00 -2.06 3.25
H 1.88 -0.62 3.78
H -1.47 0.15 3.89
H -3.54 2.30 1.65
H -3.79 0.90 2.70
H -2.99 2.34 3.32
H -1.78 2.04 0.11
H -0.29 1.84 -1.53
H 1.36 1.82 -0.98
H 0.61 0.34 -1.61
C 8.13 3.45 0.24
N 6.99 3.56 -0.65
C 5.70 4.25 -0.35
C 4.79 3.31 0.43
C 5.93 5.56 0.39
N 5.13 4.48 -1.71
C 5.76 3.47 -2.61
C 5.94 3.96 -4.04
C 4.64 4.38 -4.66
C 3.78 3.45 -5.22
C 2.56 3.84 -5.74
C 2.18 5.16 -5.69
C 3.02 6.09 -5.10
C 4.24 5.70 -4.59
C 7.08 3.12 -1.95
O 8.02 2.56 -2.48
H 8.87 2.79 -0.22
H 8.58 4.42 0.40
H 7.82 3.03 1.19
H 4.66 2.37 -0.12
H 5.21 3.07 1.40
H 3.80 3.74 0.58
H 6.61 6.20 -0.16
H 4.99 6.11 0.52
H 6.35 5.38 1.38
H 4.11 4.40 -1.71
H 5.13 2.57 -2.60
H 6.64 4.79 -4.05
H 6.41 3.17 -4.64
H 4.08 2.41 -5.25
H 1.91 3.11 -6.18
H 1.23 5.47 -6.09
H 2.72 7.13 -5.05
H 4.88 6.42 -4.12
```